Record 1
{"formula": "CH3Cl2FN2OS2", "method": "ωB97M-V/def2-TZVPD", "species": ["C", "N", "N", "O", "F", "S", "S", "Cl", "Cl", "H", "H", "H"], "coordinates": [[-0.216157, -1.366413, 0.987938], [0.496781, -0.853229, -0.172666], [0.024842, 2.132812, -0.497958], [-1.689243, 0.175441, -0.575566], [1.910640, -0.828958, 0.041652], [0.051372, 0.170544, -2.955885], [-0.342699, 0.363333, -1.045792], [-0.747700, 2.428188, 0.950981], [1.696500, 2.177602, -0.650297], [-1.075261, -0.742775, 1.155331], [-0.536845, -2.408917, 0.950868], [0.427771, -1.247627, 1.811393]], "atomic_forces_ev_per_a": [[-0.0056, 0.1034, 0.2924], [0.1087, -0.2929, -0.1917], [-1.0276, -2.3845, -2.2972], [0.2062, 0.0707, -0.4129], [-1.7591, 0.3801, -0.4732], [-0.0310, 0.5101, 1.9872], [-0.0099, 0.3538, -1.5738], [0.3157, 0.3121, 1.1899], [1.3738, 0.8187, 0.7451], [-0.2897, -0.0223, 0.1840], [0.2674, 0.0539, -0.6574], [0.8510, 0.0970, 1.2076]], "gap_ev": 9.03, "total_charge": 0}



Record 2
{"formula": "C6H11N", "method": "ωB97M-V/def2-TZVPD", "species": ["C", "C", "C", "C", "C", "C", "N", "H", "H", "H", "H", "H", "H", "H", "H", "H", "H", "H"], "coordinates": [[2.243685, -1.172616, -0.923648], [1.150920, -0.371607, -0.966573], [-0.211136, -0.649883, -0.498097], [-0.596473, -1.867348, -0.112364], [-1.066861, 0.604911, -0.523064], [-0.496753, 1.580799, 0.514733], [-0.622358, 1.182763, 1.917164], [3.094445, -1.074367, -1.585143], [2.295872, -1.821361, -0.048237], [1.348612, 0.606787, -1.394539], [-1.635302, -2.122548, 0.061133], [0.077597, -2.698887, 0.057538], [-2.115608, 0.530805, -0.220322], [-0.890933, 1.103297, -1.476173], [-0.900552, 2.565901, 0.282625], [0.596300, 1.629735, 0.464939], [-0.974634, 0.234257, 2.022234], [-1.296820, 1.739363, 2.427793]], "atomic_forces_ev_per_a": [[-1.2384, 0.5883, 1.2069], [1.8816, -0.3778, -0.4031], [-0.1737, 0.1797, 0.5121], [-0.4400, -0.0785, 0.2013], [0.7326, 0.1251, 0.8330], [1.1934, -0.1465, 0.3635], [-1.2001, -0.1292, 0.6566], [0.1414, 0.4610, 0.4225], [0.0300, -0.8839, -0.8164], [-0.6101, -0.1333, -0.8766], [-0.0634, 0.3375, 0.2387], [0.2002, 0.1291, -0.4652], [-0.0139, -0.5708, -0.6861], [-0.5929, -0.1063, -0.2400], [-0.0476, 0.1022, 0.4577], [-0.0734, 0.3525, -1.0231], [0.2609, -0.0553, -0.2645], [0.0134, 0.2063, -0.1173]], "gap_ev": 9.23, "smiles": "C=CC(=C)CCN", "total_charge": 0}



Record 3
{"formula": "C6H9N", "method": "ωB97M-V/def2-TZVPD", "species": ["C", "C", "C", "C", "N", "C", "C", "H", "H", "H", "H", "H", "H", "H", "H", "H"], "coordinates": [[2.917640, 0.566693, 0.073110], [1.876981, -0.453611, 0.046354], [0.854975, -1.061660, -0.143273], [-0.529961, -1.243542, -0.581949], [-1.478056, -0.785956, 0.432886], [-2.463340, 0.171564, -0.037784], [-1.349514, 0.600905, 0.839387], [3.057275, 0.923355, -0.953317], [3.879468, 0.238402, 0.467809], [2.552008, 1.407355, 0.672764], [-0.586680, -0.618784, -1.490549], [-0.784040, -2.265244, -0.873057], [-3.472585, 0.049553, 0.344493], [-2.400189, 0.481742, -1.082376], [-0.557095, 1.199018, 0.388647], [-1.516886, 0.790203, 1.896855]], "atomic_forces_ev_per_a": [[0.1260, 0.0827, 0.0124], [-0.4812, -0.2214, -0.1395], [0.4319, 0.5233, -0.0189], [0.0164, -0.0609, -0.1685], [0.0045, -0.1431, 0.0002], [-0.2975, 0.0746, -0.1238], [0.0955, 0.1895, 0.1240], [0.1381, 0.0059, 0.1816], [-0.0901, -0.0370, 0.0051], [0.2074, -0.0836, -0.0356], [-0.1809, -0.1467, 0.0271], [0.0629, 0.0551, 0.1293], [0.1318, 0.0372, -0.0175], [-0.0464, -0.0978, 0.1692], [-0.1313, -0.1443, 0.0335], [0.0129, -0.0335, -0.1786]], "gap_ev": 10.08, "smiles": "CC#CCN1CC1", "total_charge": 0}



Record 4
{"formula": "C6H16NO6SSn", "method": "ωB97M-V/def2-TZVPD", "species": ["C", "O", "C", "C", "N", "H", "H", "C", "C", "O", "C", "H", "H", "H", "H", "H", "H", "H", "H", "H", "H", "H", "H", "H", "H", "Sn", "S", "O", "O", "O", "O"], "coordinates": [[-2.563641, -1.212865, -2.362370], [-2.121231, 0.077362, -1.876045], [-2.497853, 0.246722, -0.506283], [-1.395288, -0.379851, 0.355751], [-0.063771, 0.273876, 0.137712], [0.149328, 0.072693, -0.872805], [-0.073839, 1.289580, 0.200652], [1.123415, -0.303260, 0.910710], [1.046619, -0.047291, 2.422873], [2.300773, 0.416364, 2.776639], [2.505089, 0.696187, 4.140848], [-2.461583, -1.976496, -1.599531], [-2.204890, -1.487561, -3.353373], [-3.615276, -1.103653, -2.654875], [-3.463571, -0.170754, -0.210267], [-2.610488, 1.330952, -0.413478], [-1.220506, -1.438378, 0.185416], [-1.617234, -0.183941, 1.407238], [2.018010, 0.169030, 0.512683], [1.175523, -1.372002, 0.715165], [0.626299, -0.942859, 2.897615], [0.299003, 0.742165, 2.622350], [3.466462, 1.151934, 4.367585], [2.492356, -0.267452, 4.662241], [1.760352, 1.380194, 4.563217], [-0.938724, 2.060143, -3.696180], [1.624262, 0.163645, -3.054069], [2.414039, 0.339668, -1.844503], [0.111316, 0.155468, -2.717862], [1.702791, 1.346413, -3.950222], [2.032248, -1.026026, -3.766843]], "atomic_forces_ev_per_a": [[-1.4811, 0.6882, -0.8716], [-1.2691, -0.5746, -0.0693], [0.9099, 0.0744, -0.4671], [0.0993, 1.4100, 1.2077], [0.8506, -1.2440, -1.3393], [0.0972, 0.4250, 0.1656], [-0.1120, 0.0016, 0.3680], [-0.3526, 0.2512, 0.4075], [-1.0562, 0.7125, -0.8085], [0.7646, 0.1590, -0.2115], [-0.3049, -0.6936, 0.9932], [0.2563, -0.1983, -0.1986], [1.3191, 0.1202, 0.4614], [-0.3081, -0.1006, 0.7973], [-0.0026, -0.2530, -0.3928], [0.3000, -0.0533, 0.5873], [-0.2902, -0.0412, -0.0624], [-0.2465, -0.4396, 0.0287], [-0.0956, 0.0094, -0.1707], [-0.1467, 0.0595, -0.3544], [0.7185, -0.0648, 0.5429], [-0.0663, 0.0443, 0.0088], [0.1691, -0.0485, -0.7797], [-0.1740, 0.2300, 0.3696], [-0.2480, -0.1759, -0.1809], [3.5718, -3.2968, 0.9879], [3.3227, -1.4993, -0.9875], [-1.3466, 0.4872, 0.4639], [-1.8162, 1.3535, -0.0475], [-1.8528, 2.3221, -0.7380], [-1.2097, 0.3356, 0.2900]], "gap_ev": 5.51, "total_charge": 1}



Record 5
{"formula": "C6H14BFO2", "method": "ωB97M-V/def2-TZVPD", "species": ["C", "C", "O", "C", "B", "O", "C", "C", "C", "F", "H", "H", "H", "H", "H", "H", "H", "H", "H", "H", "H", "H", "H", "H"], "coordinates": [[2.062431, 1.354464, -0.032913], [2.234041, -0.141633, 0.287100], [3.330164, -0.693518, -0.431911], [0.947673, -0.926432, 0.058797], [-0.212471, -0.583689, 1.069628], [0.123566, 0.050109, 2.269316], [-1.733480, -0.895179, 0.810330], [-2.337817, 0.247045, -0.048514], [-2.066099, 0.132511, -1.542030], [-3.259785, -0.034489, -2.234736], [1.017638, 1.657224, -0.083726], [2.575715, 1.968475, 0.704319], [2.530402, 1.566887, -0.993002], [2.517062, -0.244013, 1.331195], [3.114302, -0.696736, -1.366300], [1.183799, -1.992087, 0.157231], [0.612644, -0.798496, -0.975397], [-0.051482, 0.991465, 2.236462], [-2.250656, -0.892735, 1.769822], [-1.916124, -1.853895, 0.325102], [-3.416960, 0.275987, 0.085139], [-1.955170, 1.203369, 0.317499], [-1.447311, -0.729650, -1.776713], [-1.602083, 1.035016, -1.936698]], "atomic_forces_ev_per_a": [[0.2946, -0.2108, 0.0576], [-0.2149, 0.1543, -0.0033], [0.2040, -0.0551, 0.1845], [0.1694, 0.0578, 0.0916], [0.0146, -0.2146, 0.1659], [0.1300, -0.0013, -0.4823], [-0.0469, 0.2378, -0.0432], [0.2269, -0.1582, 0.1607], [-0.0139, 0.1253, 0.0894], [-0.2073, -0.0492, -0.0954], [-0.0936, 0.0506, 0.0283], [-0.0273, 0.0928, 0.0222], [-0.1036, 0.0473, -0.1350], [0.0316, -0.0607, 0.0652], [-0.0696, 0.0071, -0.2026], [-0.0855, -0.1136, 0.0160], [-0.0499, -0.0300, -0.0975], [-0.1051, 0.2177, 0.3821], [-0.0285, -0.1222, 0.0648], [-0.0250, -0.0611, -0.0944], [-0.0881, 0.0279, -0.0499], [-0.1075, 0.1209, -0.0080], [0.1016, -0.0844, -0.0328], [0.0939, 0.0218, -0.0839]], "gap_ev": 10.37, "smiles": "C[C@H](O)CB(O)CCCF", "total_charge": 0}



Record 6
{"formula": "C14H17BCl3NO2", "method": "ωB97M-V/def2-TZVPD", "species": ["Cl", "B", "Cl", "Cl", "O", "C", "C", "C", "C", "C", "C", "C", "H", "H", "H", "H", "H", "H", "C", "C", "N", "C", "C", "C", "C", "C", "O", "H", "H", "H", "H", "H", "H", "H", "H", "H", "H", "H"], "coordinates": [[-5.055100, -2.484346, 0.874237], [-3.254920, -2.827525, 0.618987], [-2.225312, -2.268087, 2.087074], [-2.926959, -4.645579, 0.276443], [-2.826637, -2.030395, -0.583792], [-1.626188, -2.010695, -1.015191], [-1.254772, -1.253269, -2.175217], [0.094601, -1.345403, -2.596101], [0.526155, -0.641044, -3.708119], [-0.370189, 0.169662, -4.423969], [-1.713004, 0.259036, -4.015999], [-2.168061, -0.445725, -2.906199], [-0.862309, -2.615404, -0.512979], [0.764040, -1.988345, -2.024665], [1.566686, -0.718500, -4.028231], [-0.024953, 0.726084, -5.295625], [-2.404757, 0.890053, -4.583090], [-3.210416, -0.393844, -2.584613], [3.065240, -1.837157, 2.315837], [1.945914, -0.833045, 2.391838], [2.155123, 0.325595, 1.651870], [1.287447, 1.381785, 1.629336], [0.066489, 1.461200, 2.203830], [-0.535284, 2.822521, 2.093990], [0.558304, 3.655027, 1.345113], [1.678866, 2.674941, 0.930802], [0.938245, -1.027973, 3.052125], [3.954813, -1.446672, 1.811332], [3.322925, -2.136582, 3.337228], [2.699454, -2.725109, 1.786035], [3.038517, 0.420461, 1.168457], [-0.425339, 0.645587, 2.718346], [-1.471476, 2.809155, 1.520554], [-0.759151, 3.272693, 3.070446], [0.132413, 4.170424, 0.480181], [0.959792, 4.417996, 2.019252], [2.673006, 3.033559, 1.233560], [1.686797, 2.538921, -0.163084]], "atomic_forces_ev_per_a": [[0.5899, -0.0534, -0.2282], [-0.3304, -0.7627, 1.4552], [-0.2521, -0.0931, -0.6739], [-0.0264, 0.6193, -0.1078], [1.9244, 0.5410, -1.3135], [-1.7081, -0.2023, 0.4765], [0.2363, 0.4487, -0.6699], [-0.6476, 0.0213, 0.2531], [0.0430, 0.2180, -0.3092], [-0.1465, -0.4002, 0.6018], [0.0198, 0.0237, -0.0591], [0.3872, -0.2397, 0.2148], [-0.2344, 0.0983, 0.1074], [-0.0217, 0.2036, -0.2022], [-0.3352, 0.0364, 0.0860], [-0.1071, -0.1580, 0.2452], [0.2573, -0.2801, 0.2591], [0.3484, 0.0116, -0.1002], [0.1330, -0.1802, 0.0426], [-0.4201, 0.2681, 0.1767], [0.6244, -1.3834, 0.1275], [-1.6811, 1.4648, 0.4127], [0.6392, -0.3081, -0.0602], [0.2662, 0.4963, -0.5757], [-0.2034, 0.0681, 0.2492], [-0.1754, -0.1942, -0.0056], [0.8549, 0.0557, -0.5439], [-0.1187, -0.1353, 0.0758], [-0.0301, 0.0197, -0.2382], [0.1230, 0.1597, 0.1227], [-0.2652, -0.0309, 0.1547], [0.1470, 0.1720, -0.0926], [0.0610, -0.0173, 0.1598], [-0.0177, -0.2197, -0.1613], [0.1238, -0.0189, 0.1187], [-0.0462, -0.0726, -0.1612], [-0.1547, -0.1270, -0.0818], [0.1436, -0.0491, 0.2449]], "gap_ev": 6.12, "total_charge": 0}



What did the fifth record say?
{"formula": "C6H14BFO2", "method": "ωB97M-V/def2-TZVPD", "species": ["C", "C", "O", "C", "B", "O", "C", "C", "C", "F", "H", "H", "H", "H", "H", "H", "H", "H", "H", "H", "H", "H", "H", "H"], "coordinates": [[2.062431, 1.354464, -0.032913], [2.234041, -0.141633, 0.287100], [3.330164, -0.693518, -0.431911], [0.947673, -0.926432, 0.058797], [-0.212471, -0.583689, 1.069628], [0.123566, 0.050109, 2.269316], [-1.733480, -0.895179, 0.810330], [-2.337817, 0.247045, -0.048514], [-2.066099, 0.132511, -1.542030], [-3.259785, -0.034489, -2.234736], [1.017638, 1.657224, -0.083726], [2.575715, 1.968475, 0.704319], [2.530402, 1.566887, -0.993002], [2.517062, -0.244013, 1.331195], [3.114302, -0.696736, -1.366300], [1.183799, -1.992087, 0.157231], [0.612644, -0.798496, -0.975397], [-0.051482, 0.991465, 2.236462], [-2.250656, -0.892735, 1.769822], [-1.916124, -1.853895, 0.325102], [-3.416960, 0.275987, 0.085139], [-1.955170, 1.203369, 0.317499], [-1.447311, -0.729650, -1.776713], [-1.602083, 1.035016, -1.936698]], "atomic_forces_ev_per_a": [[0.2946, -0.2108, 0.0576], [-0.2149, 0.1543, -0.0033], [0.2040, -0.0551, 0.1845], [0.1694, 0.0578, 0.0916], [0.0146, -0.2146, 0.1659], [0.1300, -0.0013, -0.4823], [-0.0469, 0.2378, -0.0432], [0.2269, -0.1582, 0.1607], [-0.0139, 0.1253, 0.0894], [-0.2073, -0.0492, -0.0954], [-0.0936, 0.0506, 0.0283], [-0.0273, 0.0928, 0.0222], [-0.1036, 0.0473, -0.1350], [0.0316, -0.0607, 0.0652], [-0.0696, 0.0071, -0.2026], [-0.0855, -0.1136, 0.0160], [-0.0499, -0.0300, -0.0975], [-0.1051, 0.2177, 0.3821], [-0.0285, -0.1222, 0.0648], [-0.0250, -0.0611, -0.0944], [-0.0881, 0.0279, -0.0499], [-0.1075, 0.1209, -0.0080], [0.1016, -0.0844, -0.0328], [0.0939, 0.0218, -0.0839]], "gap_ev": 10.37, "smiles": "C[C@H](O)CB(O)CCCF", "total_charge": 0}



Repeat the fourth record exactly.
{"formula": "C6H16NO6SSn", "method": "ωB97M-V/def2-TZVPD", "species": ["C", "O", "C", "C", "N", "H", "H", "C", "C", "O", "C", "H", "H", "H", "H", "H", "H", "H", "H", "H", "H", "H", "H", "H", "H", "Sn", "S", "O", "O", "O", "O"], "coordinates": [[-2.563641, -1.212865, -2.362370], [-2.121231, 0.077362, -1.876045], [-2.497853, 0.246722, -0.506283], [-1.395288, -0.379851, 0.355751], [-0.063771, 0.273876, 0.137712], [0.149328, 0.072693, -0.872805], [-0.073839, 1.289580, 0.200652], [1.123415, -0.303260, 0.910710], [1.046619, -0.047291, 2.422873], [2.300773, 0.416364, 2.776639], [2.505089, 0.696187, 4.140848], [-2.461583, -1.976496, -1.599531], [-2.204890, -1.487561, -3.353373], [-3.615276, -1.103653, -2.654875], [-3.463571, -0.170754, -0.210267], [-2.610488, 1.330952, -0.413478], [-1.220506, -1.438378, 0.185416], [-1.617234, -0.183941, 1.407238], [2.018010, 0.169030, 0.512683], [1.175523, -1.372002, 0.715165], [0.626299, -0.942859, 2.897615], [0.299003, 0.742165, 2.622350], [3.466462, 1.151934, 4.367585], [2.492356, -0.267452, 4.662241], [1.760352, 1.380194, 4.563217], [-0.938724, 2.060143, -3.696180], [1.624262, 0.163645, -3.054069], [2.414039, 0.339668, -1.844503], [0.111316, 0.155468, -2.717862], [1.702791, 1.346413, -3.950222], [2.032248, -1.026026, -3.766843]], "atomic_forces_ev_per_a": [[-1.4811, 0.6882, -0.8716], [-1.2691, -0.5746, -0.0693], [0.9099, 0.0744, -0.4671], [0.0993, 1.4100, 1.2077], [0.8506, -1.2440, -1.3393], [0.0972, 0.4250, 0.1656], [-0.1120, 0.0016, 0.3680], [-0.3526, 0.2512, 0.4075], [-1.0562, 0.7125, -0.8085], [0.7646, 0.1590, -0.2115], [-0.3049, -0.6936, 0.9932], [0.2563, -0.1983, -0.1986], [1.3191, 0.1202, 0.4614], [-0.3081, -0.1006, 0.7973], [-0.0026, -0.2530, -0.3928], [0.3000, -0.0533, 0.5873], [-0.2902, -0.0412, -0.0624], [-0.2465, -0.4396, 0.0287], [-0.0956, 0.0094, -0.1707], [-0.1467, 0.0595, -0.3544], [0.7185, -0.0648, 0.5429], [-0.0663, 0.0443, 0.0088], [0.1691, -0.0485, -0.7797], [-0.1740, 0.2300, 0.3696], [-0.2480, -0.1759, -0.1809], [3.5718, -3.2968, 0.9879], [3.3227, -1.4993, -0.9875], [-1.3466, 0.4872, 0.4639], [-1.8162, 1.3535, -0.0475], [-1.8528, 2.3221, -0.7380], [-1.2097, 0.3356, 0.2900]], "gap_ev": 5.51, "total_charge": 1}